Entry from OMol25: one molecule with the formula C24H32N6OS (ωB97M-V with the def2-TZVPD basis set).

Computed properties:
* ΔE to the lowest compared entry with this formula, charge and spin: 3.9 kcal per mole

```
! RIJCOSX wB97M-V def2-TZVPD def2/J DEFGRID3
* xyz 0 1
C -5.74764 -1.76234 0.75927
C -4.91093 -0.88632 -0.12386
C -5.49970 0.16824 -0.80847
C -4.75855 0.98923 -1.63914
C -3.40560 0.75473 -1.79941
C -2.80540 -0.29050 -1.12025
C -3.53941 -1.11191 -0.27539
C -2.88158 -2.26093 0.45814
C -1.38876 -2.13303 0.53962
C -0.80601 -1.22589 1.45808
C -1.64876 -0.39714 2.36871
N 0.49487 -1.04327 1.55438
C 1.27343 -1.74699 0.75871
N 2.59069 -1.73131 0.64622
C 2.84198 -2.62801 -0.32902
S 4.42807 -3.01124 -0.88667
C 5.45480 -2.02324 0.25920
C 5.65566 -0.58430 -0.22132
O 6.71813 -0.20021 -0.66458
N 4.55952 0.17193 -0.08545
C 4.49186 1.55756 -0.48355
C 3.89442 2.43042 0.61888
C 2.39012 2.19037 0.78567
N 1.69291 2.44905 -0.46638
C 0.40973 1.78285 -0.58323
C -0.61319 2.67772 0.14080
C -0.02893 4.08827 -0.02603
C 1.35967 3.85020 -0.66939
N 1.76531 -3.21052 -0.84307
N 0.76004 -2.65727 -0.16202
C -0.56283 -2.85944 -0.29833
C -1.00378 -3.82453 -1.34499
H -6.79675 -1.48985 0.68103
H -5.64107 -2.80979 0.48025
H -5.44808 -1.66100 1.80283
H -6.55879 0.34682 -0.68940
H -5.23714 1.80388 -2.16148
H -2.81544 1.37956 -2.45290
H -1.74699 -0.46191 -1.25067
H -3.14809 -3.19372 -0.04449
H -3.28641 -2.31334 1.47087
H -1.00534 0.27113 2.93263
H -2.19463 -1.03227 3.06525
H -2.37063 0.18149 1.79497
H 4.97260 -2.05424 1.23459
H 6.41890 -2.52874 0.28415
H 3.72189 -0.25533 0.29922
H 3.86867 1.65735 -1.37925
H 5.51220 1.86921 -0.71808
H 4.39701 2.22534 1.56543
H 4.07110 3.47517 0.35975
H 2.21764 1.14871 1.06475
H 2.01619 2.81791 1.60937
H 0.16395 1.72266 -1.64878
H 0.45388 0.77524 -0.17523
H -0.66277 2.39936 1.19330
H -1.61028 2.58036 -0.28478
H -0.64999 4.71238 -0.66623
H 0.07028 4.58960 0.93620
H 1.30611 4.02666 -1.74769
H 2.13008 4.49841 -0.25549
H -1.71517 -3.35505 -2.02219
H -0.13250 -4.15576 -1.90439
H -1.48053 -4.69241 -0.89063
*
```

---

Entry from OMol25: C6H11N2 as an isolated structure (ωB97M-V with the def2-TZVPD basis set).

Computed properties:
* ΔE to the lowest compared entry with this formula, charge and spin: 68.0 kcal per mole

```
! RIJCOSX wB97M-V def2-TZVPD def2/J DEFGRID3
* xyz 1 1
C -0.98356 -0.85751 0.04019
C -1.07134 0.41763 1.02344
C 1.27635 -0.33541 0.35813
C -0.34129 -1.91077 -1.49208
C 0.42219 0.80493 0.93293
C 0.67980 2.11670 0.07208
N 0.24957 -1.20723 -0.22853
N -1.62826 -1.58348 -0.88116
H -1.86504 1.08371 0.77547
H -1.20200 0.11489 2.08296
H 2.06100 0.03658 -0.30232
H 1.84503 -0.84039 1.11114
H -0.12296 -1.11295 -2.19129
H -0.08836 -2.95665 -1.75769
H 0.91017 1.21061 1.81041
H 0.17125 2.92257 0.58881
H 0.32930 1.85247 -0.92352
H 1.83086 2.35172 -0.08945
H -2.47270 -2.10740 -0.92951
*
```

---

Entry from OMol25: C4H6CdO5 as an isolated structure (ωB97M-V with the def2-TZVPD basis set).

Computed properties:
* energy: -19032.39810 eV

```
! RIJCOSX wB97M-V def2-TZVPD def2/J DEFGRID3
* xyz 1 2
H -1.09010 1.21899 1.67913
O -0.49306 0.36686 -0.12515
O -2.98686 1.24454 -0.73030
C -1.41651 0.48098 0.92527
C -2.75560 0.91583 0.40652
H -1.55966 -0.47489 1.45929
H -3.55156 0.89913 1.18314
O 1.37173 1.04019 1.11791
C 0.80730 0.16660 0.27309
O 1.61752 0.27343 -0.89406
Cd 2.90940 1.47756 0.00256
O 1.02956 -1.08821 0.73714
C 1.52154 -1.39741 -1.30628
H 0.71211 -2.13252 -1.20866
H 1.35827 -1.19341 -2.37275
H 2.52593 -1.79768 -1.14687
*
```

---

Entry from OMol25: one molecule with the formula C5H12N2 (ωB97M-V with the def2-TZVPD basis set).

Computed properties:
* ΔE to the lowest compared entry with this formula, charge and spin: 56.4 kcal per mole

```
! RIJCOSX wB97M-V def2-TZVPD def2/J DEFGRID3
* xyz 0 1
C -0.72974 1.36438 0.82400
C 0.41318 0.51258 0.22165
C 0.99453 -0.37580 1.07762
N 0.71473 -0.56063 2.38982
C 0.59608 0.62435 -1.22434
C -0.07850 -0.76007 -1.91962
N -1.19364 -1.28835 -1.27742
H -1.57727 1.31322 0.16851
H -0.51442 2.32233 1.24024
H -1.26007 0.66618 1.58477
H 1.90396 -0.95246 0.72209
H 1.39901 -1.09925 2.96515
H 0.39941 0.31602 2.94917
H 1.68567 0.72492 -1.43782
H 0.13999 1.48131 -1.76658
H -0.42947 -0.22074 -2.80148
H 0.64028 -1.54487 -2.08926
H -1.17034 -1.84180 -0.35009
H -1.93340 -0.68134 -1.27640
*
```

---

Entry from OMol25: one molecule with the formula C22H30N4O4 (ωB97M-V with the def2-TZVPD basis set).

Computed properties:
* ΔE to the lowest compared entry with this formula, charge and spin: 31.9 kcal per mole

```
! RIJCOSX wB97M-V def2-TZVPD def2/J DEFGRID3
* xyz 0 1
C 2.77399 3.05502 2.45360
C 2.46724 2.15074 1.26157
N 3.61198 1.36856 0.85398
C 4.78585 2.07470 0.36632
C 5.91471 2.13435 1.39245
C 3.66213 0.02737 0.84591
O 4.68496 -0.60295 0.61263
C 2.42275 -0.74045 1.14140
N 2.45612 -1.76338 2.04603
C 1.26796 -2.40647 1.97871
N 0.48711 -1.87917 1.08237
C 1.18677 -0.84136 0.52803
C 0.60991 -0.04623 -0.57056
O 1.12278 0.95965 -1.03136
N -0.53884 -0.58421 -1.03327
C -1.42124 0.10788 -1.93528
C -1.86558 -0.75603 -3.11876
C -0.89674 -0.73731 -4.30518
C -1.48755 -1.55377 -5.45336
C 0.47952 -1.27720 -3.92566
C -2.63795 0.62889 -1.16115
O -3.72829 0.81218 -1.63225
O -2.30795 0.86060 0.10816
C -3.34648 1.22343 1.01551
C -3.82183 0.02133 1.79291
C -2.93277 -0.99434 2.12136
C -3.37001 -2.09827 2.83177
C -4.69296 -2.19224 3.22831
C -5.58076 -1.17932 2.90685
C -5.14894 -0.07902 2.18743
H 1.86172 3.55533 2.76805
H 3.50660 3.81488 2.19637
H 3.15281 2.46974 3.28879
H 1.66226 1.46748 1.53053
H 2.12523 2.74723 0.41051
H 5.14770 1.53985 -0.51659
H 4.47507 3.07721 0.06905
H 6.76304 2.66567 0.96907
H 6.22819 1.12482 1.64301
H 5.60166 2.64281 2.30034
H 3.25915 -1.99997 2.60736
H 1.01063 -3.24117 2.59946
H -0.89101 -1.38806 -0.53180
H -0.86678 0.98691 -2.29305
H -2.83928 -0.38637 -3.44699
H -1.99757 -1.78363 -2.77181
H -0.78323 0.29953 -4.64027
H -2.46257 -1.16636 -5.73950
H -0.83519 -1.51689 -6.32247
H -1.60444 -2.59414 -5.15742
H 0.96705 -0.63306 -3.20030
H 0.39391 -2.27569 -3.50195
H 1.11566 -1.33280 -4.80633
H -2.90816 1.96742 1.68925
H -4.17384 1.67526 0.45853
H -1.89940 -0.92511 1.81366
H -2.67201 -2.88573 3.07454
H -5.03322 -3.05371 3.78369
H -6.61484 -1.24955 3.21019
H -5.84504 0.70512 1.92762
*
```

---

Entry from OMol25: ClH13N2Si5 as an isolated structure (ωB97M-V with the def2-TZVPD basis set).

Computed properties:
* energy: -55100.93339 eV

```
! RIJCOSX wB97M-V def2-TZVPD def2/J DEFGRID3
* xyz 0 1
N -0.96396 -0.17712 1.07890
N 1.35246 1.60301 0.17075
Si -3.11127 -1.97615 -2.68065
Si -0.86113 -1.73794 1.90243
Si 2.33809 0.21664 -0.19640
Si 2.12957 2.91936 1.02831
Si -0.38313 1.09291 0.31272
Cl -2.22678 -0.08558 -2.79060
H -3.73816 -1.82482 -4.02442
H -2.14823 -2.98986 -2.50457
H -3.53218 -2.17067 -1.26204
H -2.12736 -2.00400 2.49602
H -0.48378 -2.73819 0.71906
H 0.39953 -1.73959 2.65820
H 1.53136 -0.65659 -0.94467
H 3.00401 -0.76818 0.57796
H 3.47161 0.88155 -0.71508
H 1.71226 2.60744 2.41033
H 3.50954 3.10967 0.71575
H 1.26850 4.16384 0.94013
H -1.14095 2.27428 0.10788
*
```

---

Entry from OMol25: a 11-piece molecular cluster, C4H26NO12S overall (ωB97M-V with the def2-TZVPD basis set).

Computed properties:
* ΔE to the lowest compared entry with this formula, charge and spin: 15.8 kcal per mole

```
! RIJCOSX wB97M-V def2-TZVPD def2/J DEFGRID3
* xyz -1 1
O -1.58092 -1.45363 0.21332
C -0.96451 -0.48770 0.60051
N -0.10034 0.13361 -0.31763
C 0.55079 1.31336 -0.21372
O 0.62128 2.09984 0.71813
C -1.16711 0.05538 1.99036
C -0.85852 -1.09679 2.94606
S 0.82407 -1.86334 2.56336
H 0.04400 -0.40596 -1.15566
H 1.13342 1.59568 -1.10125
H -0.44927 0.82098 2.25460
H -2.16709 0.42005 2.20394
H -0.78740 -0.75750 3.97433
H -1.49504 -1.96584 2.81028
H 3.25668 0.48107 -3.02208
H 2.78300 -0.67808 -2.39101
O 2.73054 -0.29010 -3.27683
H 2.06455 -0.39157 1.00689
H 2.92870 0.70879 1.49534
O 2.83188 0.15331 0.71015
H -2.78013 0.86972 0.00158
H -3.75238 -0.29292 0.19519
O -3.61861 0.63993 0.41186
H -2.29188 3.57300 -1.93662
H -3.41478 2.86440 -1.18447
O -3.05996 3.00912 -2.06897
H -2.13386 0.99468 -2.76823
H -1.12058 0.23946 -3.72863
O -1.21043 0.87819 -3.01288
H 3.37504 -1.24600 -0.30512
H 3.95586 -2.61959 -0.08403
O 3.49016 -2.10552 -0.74981
H 0.99403 -0.94549 -4.87342
H 0.28702 -0.60898 -3.71562
O 0.12567 -1.16010 -4.49680
H -1.56298 4.54566 0.66206
H -0.82239 3.28376 0.89055
O -1.71195 3.59069 0.62051
H 1.46389 0.88748 4.15660
H 1.18904 1.80471 3.04558
O 1.52722 1.83353 3.94791
H 0.03647 -3.59885 -0.24118
H -0.12029 -3.19701 -1.70681
O -0.02146 -3.96300 -1.13472
*
```